(1)
Entry from the Open Molecules 2025 dataset: the molecule C20H20N4O6 (ωB97M-V/def2-TZVPD).

Calculated values
Frontier orbital gap in hartree: 0.27339
SMILES string: COc1ccc(C(=O)COC(=O)CCn2nnc(-c3cccc(O)c3OC)n2)cc1

```
50
Properties=species:S:1:pos:R:3:lowdin_charge:R:1
C 1.7472 2.0507 -3.1014 -0.184
O 2.0191 0.7735 -2.8967 -0.045
C 0.8543 -0.0397 -2.4475 -0.213
C -0.4786 0.3121 -2.4961 0.029
C -1.5745 -0.3773 -1.7791 0.109
C -1.3660 -1.7265 -1.2447 -0.203
C -2.4069 -2.3848 -0.9511 -0.221
O -2.1652 -3.8682 -0.9158 -0.103
C -3.5406 -1.7359 -0.2252 -0.246
O -3.1870 -1.1518 0.8990 0.007
C -3.5960 0.2437 0.8961 -0.181
O -3.9724 0.9597 -0.1806 -0.001
C -3.2384 1.0173 2.2491 0.018
C -2.4765 2.4017 1.9491 -0.111
N -1.2650 2.0878 1.4503 -0.084
N -0.8289 2.7477 -0.0938 0.195
N 0.4148 2.1270 -0.1432 0.052
C 0.6694 1.0502 0.8520 -0.261
C 1.8627 0.5187 0.9591 -0.106
C 2.9373 1.1308 0.1600 -0.023
C 4.2739 0.8166 0.1224 -0.070
C 4.5293 -0.4606 0.5677 -0.043
C 3.5899 -1.0426 1.2976 -0.115
O 3.8914 -2.3233 2.1825 0.019
C 2.2838 -0.7167 1.4983 -0.103
O 1.3280 -1.4359 2.1894 -0.008
C 0.1263 -1.6496 2.1008 -0.219
N -0.2710 1.3630 1.7330 0.143
C 0.0043 -2.0885 -1.6649 0.035
C 0.9933 -1.3026 -2.1140 -0.044
H 1.4217 2.5860 -2.3445 0.016
H 1.0921 2.2716 -4.1743 0.180
H 2.5661 2.4876 -3.3510 0.026
H -0.5995 1.3452 -2.6273 0.074
H -2.4279 0.0249 -1.7394 0.015
H -4.1028 -1.2527 -1.1467 0.182
H -4.2826 -2.6491 0.2437 0.208
H -4.1890 1.1724 2.5671 0.081
H -2.7201 0.3863 2.8848 0.084
H -2.4183 2.8665 2.7718 0.069
H -2.8736 2.8619 1.1938 0.071
H 2.6707 2.1412 -0.2560 0.115
H 5.0445 1.5427 -0.3782 0.156
H 5.5840 -0.8383 0.4808 0.151
H 3.0642 -2.6666 2.3150 0.001
H -0.4149 -2.5061 2.4499 0.100
H -0.3427 -1.4095 0.9400 0.159
H -0.4724 -0.9845 2.6307 0.046
H 0.1486 -2.9283 -1.2138 0.059
H 2.0942 -1.7477 -2.0990 0.184
```



(2)
Entry from the Open Molecules 2025 dataset: a structure of composition C4H13N5 (ωB97M-V/def2-TZVPD).

Calculated values
Frontier orbital gap in hartree: 0.26976

```
22
Properties=species:S:1:pos:R:3:lowdin_charge:R:1
C -0.0933 2.0077 -0.7483 -0.091
N -0.1642 0.9256 0.2384 -0.096
C 1.0962 0.4942 0.9956 -0.174
C 2.3155 0.7905 0.4868 -0.011
H -0.8920 1.1316 0.9157 0.120
H 0.9738 0.5193 2.0734 0.098
H 0.5728 1.6974 -1.5478 0.063
H 0.2999 2.9326 -0.3251 0.082
H -1.0984 2.1819 -1.1303 0.086
H 3.1939 0.6551 1.0974 0.046
H 2.4979 0.9058 -0.5723 0.044
C -0.5994 -0.8417 -0.4424 -0.559
N -0.6024 -1.5516 1.9369 -0.059
N -1.9662 -1.0831 -0.7329 0.104
N 0.1974 -0.8468 -1.6341 0.098
N -0.0588 -1.5048 0.6458 -0.162
H -1.1276 -2.3970 2.1230 0.047
H -1.1563 -0.7179 2.1295 0.045
H -2.3524 -1.8809 -0.2472 0.084
H -2.2332 -0.8589 -1.6816 0.077
H 0.0158 -1.6690 -2.1967 0.087
H 1.1808 -0.8899 -1.3837 0.072
```



(3)
Entry from the Open Molecules 2025 dataset: a cluster of 2 separate species, C2H5FO2S in total (ωB97M-V/def2-TZVPD).

Calculated values
Frontier orbital gap in hartree: 0.39920

```
11
Properties=species:S:1:pos:R:3:lowdin_charge:R:1
C -1.2258 0.2884 0.5620 -0.056
C -0.0901 -0.3227 0.5568 -0.092
O 3.1229 0.2204 -0.5890 -0.250
O 1.6411 1.4605 -1.9721 -0.363
F 3.2588 -0.2877 -3.0413 -0.378
S 2.0719 0.1101 -1.7891 0.932
H 3.5393 -0.4646 -0.0815 0.080
H -1.6163 0.6669 -0.3342 0.039
H -1.8649 0.6301 1.3209 0.042
H 0.2611 -0.7253 -0.3700 -0.004
H 0.3915 -0.4857 1.4866 0.050
```



(4)
Entry from the Open Molecules 2025 dataset: a cluster of 8 separate species, C42H77N14O4S in total (ωB97M-V/def2-TZVPD).

Calculated values
Net charge: +5
Frontier orbital gap in hartree: 0.32298

```
138
Properties=species:S:1:pos:R:3:lowdin_charge:R:1
S -8.2116 -12.3092 9.7112 0.211
O -7.8924 -13.7472 9.9246 -0.432
O -7.0714 -11.4976 10.2048 -0.422
O -8.4156 -12.1438 8.2598 -0.392
O -9.4666 -11.9144 10.3667 -0.407
C -5.7153 -15.8842 16.3744 -0.035
C -6.6313 -14.6680 16.3147 -0.153
N -6.5446 -13.9127 15.0392 -0.049
C -7.0088 -14.4883 13.8382 0.000
C -6.5880 -13.6241 12.8666 -0.007
N -5.8355 -12.6362 13.4372 -0.062
C -5.8405 -12.8297 14.7606 0.001
C -5.2523 -11.5085 12.7450 0.006
H -4.7337 -15.5418 16.6983 0.093
H -5.5422 -16.4084 15.4338 0.083
H -6.1326 -16.6152 17.0635 0.097
H -6.4174 -13.9682 17.1236 0.134
H -7.7067 -14.8265 16.4178 0.110
H -7.5670 -15.4048 13.8930 0.136
H -6.7513 -13.5548 11.7941 0.100
H -5.2862 -12.2907 15.5133 0.181
H -5.1655 -11.7971 11.6979 0.078
H -4.2326 -11.3264 13.0808 0.108
H -5.8818 -10.6240 12.7718 0.073
C -7.2225 -5.5608 13.0830 -0.049
C -8.0365 -6.4247 14.0680 -0.123
N -8.6083 -7.6031 13.3938 -0.049
C -7.8393 -8.6567 12.9578 -0.024
C -8.6369 -9.4628 12.2008 -0.018
N -9.9047 -8.9432 12.2633 -0.064
C -9.8608 -7.8202 12.9986 0.007
C -11.1197 -9.4075 11.5658 0.038
H -7.6869 -5.3097 12.1280 0.083
H -6.3006 -6.0802 12.8199 0.053
H -7.0314 -4.6130 13.5834 0.098
H -8.8531 -5.8340 14.4727 0.137
H -7.3557 -6.8196 14.8170 0.133
H -6.7936 -8.5874 13.2084 0.125
H -8.3274 -10.3727 11.6995 0.086
H -10.6915 -7.1607 13.1953 0.182
H -11.8236 -9.6715 12.3501 0.100
H -10.8553 -10.2372 10.9131 0.069
H -11.4284 -8.5816 10.9288 0.112
C -8.7046 -17.1433 10.8753 -0.058
C -10.1100 -17.6299 10.5749 -0.137
N -10.9501 -16.6178 9.9030 -0.045
C -12.1581 -16.9306 9.3080 -0.003
C -12.6590 -15.7638 8.8402 0.002
N -11.7923 -14.7623 9.1771 -0.065
C -10.8015 -15.2741 9.9353 0.004
C -11.9004 -13.3787 8.7470 0.034
H -8.2468 -17.8099 11.6092 0.096
H -8.6685 -16.1425 11.3090 0.050
H -7.9853 -17.1532 10.0567 0.072
H -10.6540 -17.8927 11.4821 0.138
H -10.0978 -18.5056 9.9273 0.134
H -12.5502 -17.9285 9.4148 0.151
H -13.5229 -15.5096 8.2479 0.149
H -10.0087 -14.8222 10.5084 0.112
H -11.7994 -12.6960 9.5883 0.089
H -12.9455 -13.2434 8.4632 0.111
H -11.2106 -13.0907 7.9650 0.077
C -5.0516 -11.1045 4.1198 -0.031
C -6.0369 -11.3063 5.2813 -0.150
N -5.8613 -12.5782 5.9951 -0.034
C -6.0222 -13.8328 5.4629 0.004
C -5.7976 -14.7315 6.4847 -0.012
N -5.6113 -14.0025 7.6244 -0.067
C -5.6207 -12.7136 7.2919 -0.033
C -5.3003 -14.5775 8.9401 0.025
H -4.1494 -10.6350 4.5126 0.086
H -5.5159 -10.4616 3.3780 0.092
H -4.6787 -12.0236 3.6702 0.084
H -7.0885 -11.2632 4.9948 0.121
H -5.9462 -10.5141 6.0232 0.106
H -6.4007 -13.9842 4.4662 0.146
H -5.8146 -15.8069 6.5117 0.143
H -5.4044 -11.8857 7.9428 0.156
H -4.3948 -15.1745 8.8381 0.113
H -6.1643 -15.1418 9.2664 0.073
H -5.0643 -13.7447 9.5962 0.088
C -7.0594 -7.6611 7.4994 -0.031
C -7.1064 -8.2081 8.9359 -0.152
N -5.9160 -7.8616 9.7023 -0.034
C -5.5154 -6.5768 9.9967 -0.008
C -4.3244 -6.6588 10.6294 0.011
N -4.0289 -7.9986 10.7476 -0.088
C -5.0153 -8.7263 10.2180 -0.005
C -2.7860 -8.5415 11.2819 0.038
H -6.7880 -8.4485 6.7986 0.059
H -6.6205 -6.6830 7.3226 0.090
H -8.0972 -7.4968 7.1852 0.091
H -7.1787 -9.2933 8.9525 0.101
H -7.9667 -7.8086 9.4748 0.123
H -6.0452 -5.6735 9.7445 0.152
H -3.7009 -5.8900 11.0542 0.154
H -5.0033 -9.7987 10.1112 0.147
H -3.0196 -9.4615 11.8201 0.082
H -2.3181 -7.8419 11.9651 0.115
H -2.1498 -8.8519 10.4541 0.117
C -9.6014 -19.2504 5.9687 -0.037
C -10.6266 -18.1143 6.0689 -0.148
N -10.0096 -16.8063 6.2220 -0.029
C -9.0802 -16.4041 7.1837 -0.001
C -8.9295 -15.0686 7.0322 -0.044
N -9.6784 -14.6444 5.9728 -0.060
C -10.3341 -15.7120 5.5105 0.013
C -9.8331 -13.2760 5.5173 0.032
H -9.5436 -19.5208 4.9141 0.092
H -9.8684 -20.1821 6.4658 0.091
H -8.6265 -18.9846 6.3758 0.073
H -11.2079 -18.2886 6.9783 0.108
H -11.2755 -18.0495 5.2001 0.137
H -8.6625 -17.0698 7.9154 0.118
H -8.3219 -14.3851 7.6108 0.096
H -10.9596 -15.6532 4.6324 0.179
H -10.7284 -13.2176 4.9038 0.115
H -8.9460 -12.9476 4.9798 0.091
H -9.9222 -12.6461 6.4013 0.071
C -13.9647 -15.4993 17.1080 -0.046
C -12.7204 -14.6296 17.1599 -0.157
N -12.3536 -14.0559 15.8749 -0.018
C -13.2070 -13.3875 15.0185 0.016
C -12.5200 -13.0319 13.9060 0.007
N -11.2006 -13.4352 14.0953 -0.069
C -11.1543 -14.0110 15.2786 -0.030
C -10.0106 -13.1122 13.2600 0.044
H -14.3903 -15.7751 18.0693 0.102
H -13.7237 -16.4504 16.6247 0.090
H -14.7670 -15.0818 16.4990 0.075
H -11.8868 -15.1940 17.5801 0.133
H -12.8144 -13.8168 17.8851 0.141
H -14.2620 -13.2895 15.2125 0.148
H -12.8382 -12.5552 12.9958 0.133
H -10.2318 -14.3269 15.7407 0.159
H -9.8905 -13.8732 12.5022 0.079
H -9.1673 -12.9985 13.9339 0.081
H -10.1646 -12.1081 12.8757 0.081
```



(5)
Entry from the Open Molecules 2025 dataset: a structure of composition C4H2CrO2 (ωB97M-V/def2-TZVPD).

Calculated values
Net charge: +1
Spin multiplicity: 6
Frontier orbital gap (alpha / beta) in hartree: 0.22580 / 0.30171

```
9
Properties=species:S:1:pos:R:3:lowdin_charge:R:1
O 1.6542 1.8253 0.7504 0.073
H 2.5124 2.0056 0.3480 0.124
C 1.2715 0.5702 0.4559 -0.245
C 0.1112 0.0827 0.9709 -0.028
C -1.0917 -0.2064 0.6859 0.082
C -1.6973 -0.9415 -0.3478 -0.183
O -0.9543 -1.3446 -1.3017 -0.140
Cr 0.9520 -0.7720 -1.2101 1.170
H -2.7579 -1.2194 -0.3516 0.148
```



(6)
Entry from the Open Molecules 2025 dataset: a structure of composition C2H3FO2S (ωB97M-V/def2-TZVPD).

Calculated values
Frontier orbital gap in hartree: 0.30843

```
9
Properties=species:S:1:pos:R:3:lowdin_charge:R:1
C 0.0475 0.3321 0.0254 -0.731
C 1.5165 0.0040 -0.0081 0.023
O -0.5080 1.4075 0.2354 -0.073
O -0.6658 -0.6959 -0.1802 -0.089
F -3.4382 -1.0240 -0.1137 -0.490
S -2.5367 0.3161 0.0819 1.082
H 2.1552 0.8824 0.0254 0.089
H 1.7046 -0.5780 -0.9115 0.093
H 1.7249 -0.6442 0.8453 0.096
```



Relative energy (zero: lowest compared OMol25 entry of this formula, charge and spin): 18.945, 4.108, 1.020, 0.525, 1.826, 1.627 (eV)
Largest force on an atom: 0.286, 0.096, 0.046, 0.041, 0.031, 0.072 (hartree/bohr)